The following is a quantum chemistry calculation of a 2-piece molecular cluster, C3H10N3S overall in a non-equilibrium geometry, from the Open Molecules 2025 dataset.

The geometry in ORCA input format:
```
! RIJCOSX wB97M-V def2-TZVPD def2/J DEFGRID3
* xyz 1 1
H -0.923 -0.566 0.739
C 3.386 -0.988 0.771
H -1.967 2.259 -1.095
H 0.127 0.193 1.990
H -1.348 1.636 0.548
N -1.323 1.697 -0.580
H 3.849 -0.649 1.662
H -0.058 2.011 -1.895
C 2.421 0.138 0.162
H 4.174 -1.377 0.210
H 2.819 1.117 -0.153
N 0.099 2.002 -0.910
H 0.589 2.829 -0.443
C 0.861 -0.008 0.214
S 1.373 -0.413 -1.329
H 2.901 -1.902 1.187
N -0.096 -0.170 1.055
*
```

Output
* relative energy (zero: lowest compared OMol25 entry of this formula, charge and spin): 4.643 eV
* LUMO level: -3.95 eV
* orbital gap: 8.689 eV